The following is a quantum chemistry calculation of a molecular structure, C61H49BaN11PS2 at a distorted geometry, from the OMol25 dataset.

```
125
Properties=species:S:1:pos:R:3
H -2.2397 -0.2139 -0.6789
C -1.1178 4.1599 -3.8940
C 0.1948 4.0183 -3.1674
C -1.7563 -4.0312 4.0946
H 3.5917 3.9152 -1.2776
C 6.2074 -3.0417 3.6865
H -0.4199 2.7144 1.4368
C -3.5868 -3.9694 1.9386
H -1.9076 3.4867 3.1918
H -4.2218 0.5622 -5.2241
N -1.9096 -3.3507 -0.6808
P -0.6838 1.6476 -1.7114
C -1.4700 -3.3965 -3.1018
C -3.0991 -4.3185 4.2878
C 3.5114 -2.9611 3.1001
C 0.2850 -1.9300 -3.0027
C -3.7150 3.8098 0.9987
H -3.4575 -4.5702 5.2787
N 2.3937 -1.0604 -1.2791
C 2.2078 -2.7457 2.4787
H 7.2624 -3.1001 3.9245
H 2.8750 0.8731 -4.9777
C -1.3267 -3.9325 -5.8037
H -0.3862 4.0943 5.4116
H 1.9855 -0.8612 6.6652
C -1.3407 -3.7010 2.8153
H 1.5031 -0.8595 3.9629
H 1.8878 2.2113 -0.8475
Ba 0.5341 -0.8855 0.1887
C -1.8856 3.9246 -0.5425
C 2.2173 -0.6991 -2.5689
C 1.1867 4.9656 -3.4105
C 3.6611 -1.6485 1.2306
S 1.3374 2.6877 4.4934
N 2.3525 -1.9514 1.3925
C -0.8399 3.6321 3.3271
C 0.4586 2.9946 -2.2407
H 5.6339 -4.2407 5.3737
C 4.1445 0.3152 -1.8602
H -2.6847 0.4373 2.6282
H -3.0987 -4.7916 -3.0164
H -0.1017 0.3544 -6.3239
C -1.8633 2.5358 -0.6587
C -2.7394 0.3331 0.1102
C -3.6836 2.4416 0.9602
H -3.4860 -0.7737 3.6428
N 0.5748 -0.7095 4.3223
H -3.2926 0.8771 4.2455
H -3.8179 2.5717 -2.3933
N -0.1163 2.7731 2.4056
H -4.1787 0.9049 -2.0011
H -2.8098 5.6630 0.3253
C -1.4678 -3.2715 0.5677
C 4.6349 1.7911 -4.1356
C -2.2114 0.3582 -5.9064
N -0.2039 -2.9809 0.9525
C -2.2470 -3.6761 1.7430
H 3.1507 5.6981 -2.9567
C 0.1444 -0.9272 5.5766
H -1.0989 3.6101 -4.8379
C 5.7963 -2.3254 2.5735
C 4.4383 -2.2761 2.2957
C -0.8773 0.5542 -5.5938
H -1.8945 -0.7067 6.3857
C 2.4050 4.9396 -2.7497
S 2.2015 1.5249 1.8922
H -1.9461 3.7735 -3.3039
C -0.5123 -2.7588 -3.9058
H 5.8952 1.2272 -1.0146
C -0.3788 3.2519 4.7243
H -0.9498 2.4239 5.1403
H -2.5028 -0.0139 -6.8814
C -2.7948 4.5815 0.2735
C 5.2484 1.1510 -1.8799
C 5.2821 -3.6976 4.5048
C -1.4950 1.2506 -3.3397
C 3.9270 -3.6731 4.2169
N 1.3056 -1.1864 -3.3999
H 0.9823 5.7597 -4.1215
N -0.1795 -2.0708 -1.7391
H 3.2056 -4.1962 4.8328
C 1.0593 2.2993 2.7950
N 4.2010 -0.8875 0.2841
C -2.8186 0.0917 3.6514
H 6.5009 -1.8152 1.9291
C 3.5696 -0.5553 -0.8300
C -4.0040 1.5904 -2.8295
H 0.5664 -1.3107 7.6279
H 4.8342 2.3934 -5.0133
C 1.6875 2.9850 -1.5799
C -4.0032 -4.2861 3.2233
H -1.2810 -4.1626 -6.8612
C -1.2138 -2.9409 -1.7339
C -2.7455 1.7118 0.1477
H -2.9642 -5.2744 -5.4575
C 5.4843 1.8877 -3.0319
H -4.2856 -3.9356 1.1121
C 3.5312 0.9518 -4.1192
H -1.3106 5.2107 -4.1167
H -0.6051 4.6799 3.1147
C -2.3630 -4.3061 -3.6452
C -0.5379 0.9846 -4.3260
C 1.0465 -1.4170 6.6574
C -0.0518 -3.2776 2.2642
H -4.4136 1.8732 1.5285
H 1.2822 -2.4719 6.4971
N -0.4009 -0.3329 3.4821
H -1.0489 -4.0549 4.9141
H 0.3173 -2.5354 -5.8747
C -3.1743 0.6681 -4.9638
H -1.1845 4.5179 -1.1160
C 3.2903 0.2147 -2.9710
C -0.4302 -3.0237 -5.2627
H -4.4552 4.3100 1.6164
H -4.9124 1.6486 -3.4309
H -3.4742 -0.2336 0.6701
C -1.4969 -0.2856 4.2245
C -2.8552 1.1440 -3.6894
H -5.0473 -4.5062 3.4101
H 6.3317 2.5613 -3.0764
C -2.2829 -4.5641 -5.0051
H 0.5071 1.1220 -4.0829
C 2.6531 3.9494 -1.8147
C -1.2057 -0.6538 5.5578
N 1.0763 -3.2604 2.9553
```

As for the HOMO-LUMO gap: 4.32 eV. For the HOMO energy, the calculation gives -3.24 eV. Its charge is -1.